Molecular formula: C21H62O10
Method: DFT, ωB97M-V with the def2-TZVPD basis set

XYZ file:
```
93
Properties=species:S:1:pos:R:3
C 32.48 15.25 9.36
C 33.15 16.61 9.05
C 32.42 17.29 7.87
O 33.03 17.42 10.19
H 32.93 14.54 8.67
H 31.41 15.38 9.52
H 32.92 15.01 10.32
H 34.22 16.61 8.85
H 32.89 18.22 7.54
H 31.41 17.56 8.20
H 32.47 16.64 7.00
H 33.53 16.93 10.84
C 21.04 18.71 13.13
C 22.21 19.17 12.16
O 21.99 20.43 11.57
H 20.02 18.59 12.76
H 20.91 19.45 13.91
H 21.36 17.77 13.59
H 22.41 18.45 11.37
H 23.15 19.19 12.71
H 22.31 20.36 10.66
C 16.09 8.35 7.89
C 16.43 9.21 9.08
O 15.98 8.54 10.20
H 15.03 8.11 7.80
H 16.55 7.37 7.77
H 16.31 8.91 6.97
H 15.89 10.15 9.04
H 17.51 9.36 9.03
H 15.03 8.42 10.09
C 23.02 8.71 4.47
C 23.03 7.48 5.40
O 24.35 7.34 5.82
H 22.16 8.81 3.81
H 23.85 8.74 3.76
H 23.14 9.56 5.14
H 22.75 6.63 4.77
H 22.37 7.67 6.24
H 24.57 7.97 6.51
C 24.64 12.47 10.70
C 25.99 11.86 10.89
O 26.40 11.17 9.72
H 24.81 13.23 9.94
H 24.15 12.91 11.57
H 23.89 11.81 10.24
H 25.98 11.06 11.63
H 26.82 12.56 10.99
H 27.35 11.06 9.75
C 23.43 8.05 16.38
C 23.59 9.03 17.56
O 23.66 10.36 17.20
H 22.50 8.24 15.85
H 23.49 6.99 16.59
H 24.21 8.15 15.62
H 24.48 8.92 18.19
H 22.84 8.89 18.34
H 24.58 10.54 17.02
C 31.20 10.30 3.28
C 31.28 8.83 3.76
O 32.60 8.52 4.24
H 31.26 11.06 4.06
H 30.20 10.37 2.85
H 31.84 10.51 2.42
H 31.06 8.21 2.89
H 30.51 8.62 4.50
H 32.92 7.71 3.85
C 31.29 8.47 12.26
C 32.32 8.60 11.10
O 31.59 9.00 10.00
H 30.62 7.66 11.99
H 30.71 9.38 12.41
H 31.81 8.12 13.15
H 32.98 7.79 10.78
H 33.08 9.35 11.29
H 32.14 9.10 9.22
C 28.53 16.97 15.67
C 27.45 16.15 16.38
O 28.02 14.96 16.96
H 28.88 16.62 14.70
H 29.43 17.14 16.26
H 27.95 17.86 15.43
H 26.59 15.99 15.73
H 27.06 16.66 17.26
H 28.72 15.30 17.53
C 26.13 17.00 5.87
C 25.91 18.14 4.81
O 25.75 19.38 5.35
H 26.71 17.24 6.75
H 26.49 16.09 5.39
H 25.09 16.91 6.18
H 25.02 17.87 4.24
H 26.76 18.12 4.13
H 26.53 19.71 5.80
```

## Properties
* HOMO: -10.0473 eV
* energy relative to the best compared isomer or geometry (same formula, charge and spin): 141.1 kcal/mol
* spin multiplicity: 1
* E_LUMO: 0.2173 eV
* electronic energy: -1589.46072 Eh
* orbital gap: 10.265 eV
* structure (SMILES): CC(C)O.CCO.CCO.CCO.CCO.CCO.CCO.CCO.CCO.CCO
* maximum force: 0.0602 Eh/bohr